[1]
The following is a DFT calculation (ωB97M-V/def2-TZVPD) of an isolated ion of composition C42H44N3O5 and charge +1.

Its total energy is -58967.3579 eV. For the max |F|, the calculation gives 0.0784 Eh/bohr. The charge is +1.

Atoms and positions in Å:
1 C 0.49 2.36 5.53
2 O -0.74 3.03 5.17
3 C -1.41 2.59 4.07
4 C -0.97 1.59 3.20
5 C -1.91 0.82 2.52
6 C -1.55 -0.53 1.94
7 C -2.10 -1.62 2.87
8 C -1.28 -1.75 4.16
9 O -1.11 -0.90 5.03
10 N -0.80 -3.03 4.20
11 C 0.12 -3.44 5.24
12 C -1.07 -3.83 3.01
13 C 0.20 -3.99 2.17
14 C -1.62 -5.21 3.42
15 N -2.06 -2.97 2.33
16 C -2.70 -3.21 1.14
17 C -2.74 -4.35 0.40
18 C -2.87 -4.33 -1.12
19 C -2.55 -5.75 -1.70
20 C -3.35 -6.41 -2.63
21 C -2.86 -7.53 -3.31
22 C -1.65 -8.11 -2.91
23 C -0.90 -7.52 -1.89
24 C -1.33 -6.32 -1.32
25 C -3.24 1.25 2.43
26 C -3.68 2.32 3.22
27 O -4.97 2.63 3.49
28 C -6.01 1.97 2.74
29 C -2.73 3.08 3.95
30 O -3.15 4.10 4.75
31 C -3.68 3.76 6.06
32 H 0.78 2.83 6.47
33 H 0.32 1.28 5.67
34 H 1.25 2.53 4.76
35 H 0.09 1.30 3.18
36 H -1.96 -0.65 0.93
37 H -0.45 -0.65 1.89
38 H -3.14 -1.38 3.15
39 H 0.05 -2.72 6.06
40 H -0.15 -4.44 5.59
41 H 1.15 -3.47 4.87
42 H 0.69 -3.02 2.03
43 H 0.89 -4.67 2.69
44 H -0.04 -4.41 1.18
45 H -2.27 -5.10 4.29
46 H -2.17 -5.68 2.61
47 H -0.77 -5.85 3.69
48 H -3.27 -2.34 0.78
49 H -2.62 -5.34 0.85
50 H -1.97 -3.74 -1.38
51 H -4.35 -6.06 -2.89
52 H -3.43 -7.94 -4.14
53 H -1.30 -9.02 -3.40
54 H 0.04 -7.97 -1.57
55 H -0.69 -5.80 -0.60
56 H -3.95 0.68 1.83
57 H -6.94 2.41 3.10
58 H -5.89 2.15 1.66
59 H -6.00 0.88 2.94
60 H -3.91 4.73 6.51
61 H -4.59 3.16 5.95
62 H -2.92 3.23 6.64
63 C -3.31 -4.55 -6.87
64 C -2.50 -3.47 -6.52
65 C -2.64 -2.85 -5.28
66 C -3.56 -3.36 -4.34
67 C -3.39 -2.88 -2.93
68 C -3.98 -3.70 -1.77
69 N -4.92 -2.83 -0.95
70 C -5.21 -1.55 -1.27
71 C -6.29 -0.85 -0.71
72 C -7.13 -1.52 0.24
73 C -8.22 -0.80 0.80
74 C -8.47 0.52 0.43
75 C -7.64 1.17 -0.51
76 C -6.56 0.49 -1.07
77 C -6.80 -2.85 0.55
78 C -5.71 -3.47 -0.02
79 O -2.74 -1.86 -2.72
80 C -4.50 -4.32 -4.77
81 C -4.33 -4.95 -6.00
82 H -3.16 -5.07 -7.82
83 H -1.74 -3.08 -7.20
84 H -2.01 -2.00 -4.98
85 H -4.67 -4.44 -2.20
86 H -4.59 -1.06 -2.01
87 H -8.85 -1.30 1.53
88 H -9.30 1.07 0.88
89 H -7.84 2.20 -0.80
90 H -5.91 0.97 -1.81
91 H -7.41 -3.43 1.23
92 H -5.45 -4.50 0.18
93 H -5.35 -4.57 -4.13
94 H -5.00 -5.77 -6.28

=====

[2]
The following is a DFT calculation (ωB97M-V/def2-TZVPD) of C42H44P2Re as an isolated structure.

Its total energy is -64954.0471 eV. The expectation value of S² is 3.780. For the max |F|, the calculation gives 0.0702 Eh/bohr. The charge is +2. Its multiplicity is 4.

Atoms and positions in Å:
1 Re -0.30 -0.17 2.51
2 C -1.91 -0.03 4.00
3 C -2.55 -0.05 2.72
4 C -3.09 1.21 2.09
5 C -2.02 2.06 1.40
6 C -0.58 1.73 1.75
7 C -0.14 1.81 3.13
8 C -1.05 2.36 4.22
9 C -1.89 1.24 4.86
10 C 1.37 -0.74 1.40
11 H -1.94 -0.96 4.59
12 H -3.06 -0.97 2.43
13 H -3.66 1.80 2.82
14 H -3.83 0.89 1.36
15 H -2.13 1.89 0.31
16 H -2.21 3.13 1.56
17 H 0.14 1.93 0.95
18 H 0.90 2.04 3.32
19 H -1.68 3.18 3.89
20 H -0.42 2.79 5.03
21 H -1.43 0.98 5.82
22 H -2.92 1.57 5.09
23 H 1.92 -1.57 1.86
24 H 2.07 0.11 1.40
25 H 1.17 -1.02 0.37
26 P -0.16 -1.53 -2.94
27 P 1.25 0.72 -2.54
28 C -1.12 -0.06 -3.35
29 C -0.40 1.09 -3.20
30 C -0.36 -2.67 -4.35
31 C -1.35 -2.47 -5.32
32 C -1.75 -3.56 -6.10
33 C -1.07 -4.77 -6.01
34 C 0.05 -4.90 -5.17
35 C 0.42 -3.85 -4.35
36 C -1.22 -2.33 -1.72
37 C -1.15 -1.65 -0.49
38 C -1.71 -2.21 0.64
39 C -2.70 -3.19 0.48
40 C -2.86 -3.81 -0.77
41 C -2.04 -3.45 -1.85
42 C 2.22 0.80 -4.15
43 C 2.01 -0.23 -5.09
44 C 2.27 -0.01 -6.44
45 C 2.93 1.16 -6.84
46 C 3.38 2.06 -5.87
47 C 3.02 1.89 -4.52
48 C 1.72 2.23 -1.61
49 C 3.02 2.28 -1.06
50 C 3.55 3.50 -0.65
51 C 2.77 4.66 -0.74
52 C 1.42 4.57 -1.09
53 C 0.87 3.34 -1.48
54 H -2.19 -0.16 -3.54
55 H -0.69 2.10 -3.48
56 H -1.81 -1.49 -5.44
57 H -2.60 -3.45 -6.77
58 H -1.41 -5.63 -6.59
59 H 0.62 -5.83 -5.15
60 H 1.29 -3.92 -3.69
61 H -0.66 -0.68 -0.45
62 H -1.33 -1.90 1.66
63 H -3.33 -3.47 1.33
64 H -3.63 -4.58 -0.89
65 H -2.09 -4.03 -2.78
66 H 1.60 -1.20 -4.79
67 H 1.96 -0.75 -7.19
68 H 3.10 1.36 -7.90
69 H 3.99 2.92 -6.16
70 H 3.35 2.62 -3.78
71 H 3.60 1.35 -0.99
72 H 4.57 3.55 -0.28
73 H 3.22 5.63 -0.52
74 H 0.78 5.46 -1.07
75 H -0.19 3.27 -1.73
76 C 1.11 -0.57 3.97
77 C 0.87 -0.40 5.44
78 C 0.11 -1.37 6.11
79 C -0.48 -1.09 7.34
80 C -0.12 0.09 8.02
81 C 0.80 0.97 7.44
82 C 1.32 0.72 6.16
83 H 1.02 -1.65 3.75
84 H 2.05 -0.13 3.62
85 H -0.02 -2.34 5.62
86 H -1.21 -1.80 7.76
87 H -0.56 0.33 8.98
88 H 1.12 1.87 7.97
89 H 2.06 1.39 5.73

=====

[3]
The following is a DFT calculation (ωB97M-V/def2-TZVPD) of C42H46ClF5FeN6O5S2Se as an isolated structure.

Its total energy is -210995.7123 eV. The expectation value of S² is 6.011. For the max |F|, the calculation gives 0.0123 Eh/bohr. The charge is -2. Its multiplicity is 5.

Atoms and positions in Å:
1 Fe -1.19 -2.18 -0.91
2 C -4.14 4.98 -0.31
3 C -4.01 3.63 -0.97
4 C -3.26 3.45 -2.12
5 C -3.13 2.20 -2.70
6 C -3.74 1.09 -2.13
7 C -4.53 1.26 -1.00
8 C -4.67 2.52 -0.43
9 S -3.47 -0.55 -2.81
10 O -2.32 -0.36 -3.67
11 O -4.74 -0.87 -3.45
12 N -3.11 -1.49 -1.63
13 C -4.17 -2.30 -1.01
14 C -3.64 -3.68 -0.60
15 O -4.44 -4.44 -0.06
16 O -2.40 -3.90 -0.83
17 H -3.44 5.70 -0.75
18 H -3.92 4.92 0.76
19 H -5.15 5.39 -0.41
20 H -2.74 4.31 -2.55
21 H -2.52 2.06 -3.59
22 H -5.03 0.41 -0.56
23 H -5.29 2.64 0.45
24 H -5.02 -2.44 -1.67
25 H -4.55 -1.84 -0.08
26 N -0.49 -4.46 1.60
27 C -1.21 -3.44 2.07
28 N -1.55 -2.36 1.42
29 C -2.32 -1.52 2.21
30 C -2.89 -0.32 1.78
31 C -3.64 0.42 2.68
32 C -3.83 -0.01 4.00
33 C -3.27 -1.20 4.43
34 C -2.52 -1.94 3.53
35 S -1.75 -3.48 3.76
36 H -0.45 -4.67 0.60
37 H -0.42 -5.29 2.16
38 H -2.75 -0.01 0.76
39 H -4.10 1.34 2.35
40 H -4.43 0.58 4.68
41 H -3.42 -1.55 5.44
42 C 0.97 -2.11 -3.29
43 C 1.77 -2.49 -2.04
44 C 2.34 -3.89 -2.21
45 C 0.92 -2.40 -0.74
46 H 1.57 -2.24 -4.21
47 H 0.64 -1.08 -3.27
48 H 0.09 -2.76 -3.38
49 H 2.61 -1.78 -1.98
50 H 2.91 -3.98 -3.14
51 H 3.00 -4.15 -1.38
52 H 1.54 -4.63 -2.23
53 H 1.21 -1.51 -0.17
54 H 1.14 -3.27 -0.12
55 C 5.13 2.65 -0.13
56 C 3.64 2.46 -0.44
57 C 3.49 1.10 -1.14
58 C 3.21 3.56 -1.43
59 C 2.77 2.49 0.87
60 O 2.66 1.18 1.43
61 C 3.33 3.38 2.01
62 C 3.38 4.90 1.82
63 C 2.05 5.62 1.89
64 C 1.22 5.49 2.99
65 C -0.01 6.13 3.05
66 C -0.41 6.92 1.98
67 Cl -1.96 7.72 2.04
68 C 0.40 7.08 0.88
69 C 1.63 6.43 0.84
70 C 1.30 2.89 0.66
71 N 0.51 1.92 -0.06
72 C -0.13 0.85 0.42
73 N -0.70 0.19 -0.55
74 C -0.37 0.91 -1.66
75 N 0.36 1.97 -1.41
76 H 5.70 2.46 -1.05
77 H 5.49 1.93 0.62
78 H 5.38 3.65 0.21
79 H 3.91 1.18 -2.15
80 H 2.46 0.78 -1.23
81 H 4.04 0.31 -0.62
82 H 3.94 3.59 -2.25
83 H 3.18 4.55 -0.97
84 H 2.23 3.33 -1.86
85 H 3.53 0.78 1.52
86 H 4.34 3.04 2.23
87 H 2.74 3.14 2.89
88 H 3.87 5.16 0.88
89 H 4.02 5.30 2.61
90 H 1.53 4.88 3.83
91 H -0.65 6.01 3.91
92 H 0.07 7.70 0.05
93 H 2.26 6.55 -0.03
94 H 1.20 3.84 0.14
95 H 0.86 3.00 1.65
96 H -0.15 0.58 1.47
97 H -0.69 0.63 -2.65
98 F 3.86 -10.59 0.06
99 C 2.89 -9.68 -0.20
100 C 2.90 -8.45 0.42
101 F 3.90 -8.15 1.28
102 C 1.90 -7.53 0.15
103 F 1.98 -6.36 0.82
104 C 0.84 -7.76 -0.73
105 Se -0.52 -6.49 -1.08
106 C 0.87 -9.03 -1.32
107 F -0.08 -9.40 -2.19
108 C 1.86 -9.97 -1.07
109 F 1.84 -11.17 -1.68

=====

[4]
The following is a DFT calculation (ωB97M-V/def2-TZVPD) of C42H46FN6NaO12S2 as an isolated structure.

Its total energy is -106614.0611 eV. For the max |F|, the calculation gives 0.0085 Eh/bohr. The charge is -2.

Atoms and positions in Å:
1 Na -0.92 0.42 -0.43
2 O 0.11 2.48 -0.01
3 S 0.42 3.82 0.54
4 C 1.80 3.54 1.72
5 C 1.90 2.12 2.26
6 C 1.41 1.89 3.70
7 C -0.09 1.70 3.91
8 S -0.85 0.19 3.26
9 O -0.49 0.08 1.82
10 C 0.21 -0.97 4.11
11 C 0.05 -1.18 5.48
12 C 0.91 -2.05 6.13
13 C 1.92 -2.70 5.42
14 C 2.06 -2.50 4.06
15 C 1.19 -1.64 3.40
16 C -0.90 4.21 1.71
17 C -2.07 3.47 1.62
18 C -3.10 3.74 2.52
19 C -2.96 4.75 3.46
20 C -1.79 5.51 3.51
21 C -0.75 5.24 2.62
22 H 1.73 4.30 2.50
23 H 2.67 3.76 1.11
24 H 2.95 1.85 2.23
25 H 1.39 1.44 1.57
26 H 1.72 2.73 4.32
27 H 1.93 1.01 4.09
28 H -0.69 2.51 3.48
29 H -0.33 1.66 4.98
30 H -0.74 -0.67 6.02
31 H 0.80 -2.21 7.20
32 H 2.60 -3.36 5.94
33 H 2.84 -2.99 3.48
34 H 1.27 -1.47 2.33
35 H -2.20 2.68 0.89
36 H -3.99 3.12 2.45
37 H -3.76 4.96 4.16
38 H -1.68 6.30 4.24
39 H 0.16 5.83 2.66
40 O -4.31 1.11 1.42
41 C -3.84 0.60 0.39
42 O -3.07 1.16 -0.44
43 C -4.28 -0.82 0.07
44 C -5.56 -1.15 0.39
45 C -6.09 -2.43 0.10
46 C -5.31 -3.38 -0.51
47 C -4.01 -3.06 -0.86
48 C -3.38 -1.78 -0.57
49 O -2.18 -1.55 -0.80
50 N -3.29 -4.09 -1.59
51 O -3.53 -5.26 -1.32
52 O -2.50 -3.76 -2.44
53 N -7.45 -2.73 0.41
54 O -7.89 -3.85 0.14
55 O -8.14 -1.88 0.96
56 H -6.17 -0.42 0.90
57 H -5.70 -4.36 -0.74
58 C -2.76 1.77 -3.43
59 N -2.56 0.34 -3.60
60 C -3.76 -0.47 -3.62
61 C -1.33 -0.18 -3.32
62 O -0.48 0.46 -2.71
63 N -1.11 -1.48 -3.71
64 C 0.03 -2.15 -3.12
65 C -1.54 -2.03 -4.97
66 H -3.50 1.95 -2.64
67 H -3.08 2.23 -4.37
68 H -1.82 2.22 -3.11
69 H -4.43 -0.11 -2.84
70 H -3.51 -1.50 -3.41
71 H -4.28 -0.41 -4.59
72 H 0.09 -1.92 -2.06
73 H 0.98 -1.87 -3.59
74 H -0.12 -3.23 -3.21
75 H -2.34 -1.45 -5.41
76 H -1.88 -3.06 -4.82
77 H -0.71 -2.04 -5.69
78 F 7.38 0.68 4.04
79 C 6.54 -0.18 3.34
80 C 5.26 0.22 3.03
81 C 4.42 -0.62 2.32
82 C 4.82 -1.93 1.88
83 C 3.98 -2.79 1.18
84 C 6.17 -2.27 2.24
85 C 7.00 -1.42 2.95
86 H 4.91 1.20 3.35
87 H 3.41 -0.29 2.10
88 H 2.97 -2.51 0.92
89 H 4.31 -3.79 0.90
90 H 6.55 -3.25 1.95
91 H 8.01 -1.72 3.20
92 O -0.19 0.88 -6.71
93 C 1.09 0.35 -6.95
94 N 1.81 -0.02 -5.75
95 C 2.12 0.99 -4.87
96 O 1.88 2.16 -5.16
97 C 2.73 0.57 -3.59
98 C 3.59 -0.52 -3.48
99 C 4.04 -0.88 -2.22
100 C 3.61 -0.14 -1.12
101 N 2.78 0.89 -1.23
102 C 2.37 1.25 -2.44
103 H -0.04 1.67 -6.17
104 H 1.71 1.06 -7.50
105 H 0.95 -0.55 -7.55
106 H 1.65 -0.93 -5.35
107 H 3.90 -1.07 -4.36
108 H 4.70 -1.72 -2.06
109 H 3.93 -0.42 -0.13
110 H 1.67 2.07 -2.50